[1]
The following is a DFT calculation (ωB97M-V/def2-TZVPD) of C2H4N2O2 as an isolated structure at a distorted geometry.

Geometry as XYZ:
```
10
Properties=species:S:1:pos:R:3:mulliken_charge:R:1
C 0.1347 0.1737 0.1748 0.153
C -1.0964 -0.5037 -0.1154 -0.506
N 0.9805 -0.3011 0.9724 -0.538
N -0.9199 -1.5321 -1.6735 0.792
O 0.1870 -1.5491 -2.0531 -0.497
O -1.9107 -2.0400 -2.0281 -0.519
H 0.4197 1.0523 -0.6196 0.239
H -1.3485 -1.4143 0.4226 0.288
H -2.0603 -0.1520 -0.5293 0.309
H 1.9092 0.0629 0.8815 0.278
```

The calculation puts the LUMO energy at -0.3 eV. The value obtained for the HOMO-LUMO gap is 9.80 eV. The calculation puts the energy relative to the best compared isomer or geometry (same formula, charge and spin) at 142.13 kcal/mol.

=====

[2]
The following is a DFT calculation (ωB97M-V/def2-TZVPD) of a 2-piece molecular cluster, C2H4N2O2 overall at a distorted geometry.

Geometry as XYZ:
```
10
Properties=species:S:1:pos:R:3:mulliken_charge:R:1
C 0.9319 -0.0901 0.0676 -0.191
C -2.4408 0.1158 0.5643 0.620
N 1.3867 0.5499 -1.0088 -0.260
N -1.5192 0.6584 1.1653 -0.612
O 1.3922 -1.3682 0.1883 -0.442
O -3.4694 -0.2640 0.1022 -0.483
H 1.3552 1.6054 -1.0247 0.282
H 2.0193 0.3116 -1.7974 0.240
H 0.8174 -1.8900 0.8268 0.383
H -0.4734 0.3711 0.9165 0.463
```

The calculation puts the LUMO energy at 0.5 eV. The value obtained for the HOMO-LUMO gap is 9.87 eV. The calculation puts the energy relative to the best compared isomer or geometry (same formula, charge and spin) at 64.59 kcal/mol.

=====

[3]
The following is a DFT calculation (ωB97M-V/def2-TZVPD) of a 2-piece molecular cluster, C2H4N2O2 overall at a distorted geometry.

Geometry as XYZ:
```
10
Properties=species:S:1:pos:R:3:mulliken_charge:R:1
C -0.5037 0.3673 0.8726 0.277
C 0.0990 -0.3822 -0.1762 -0.833
N -1.5240 -0.0202 1.5382 -0.484
N -1.8347 1.4164 2.9167 0.853
O -2.4134 1.0348 3.8469 -0.452
O -1.2867 2.3738 2.5155 -0.463
H -0.1561 1.4899 1.0386 0.287
H 0.1624 0.3717 -0.9350 0.265
H -0.5426 -1.3227 -0.2307 0.264
H 1.0801 -0.6994 0.0837 0.284
```

The calculation puts the LUMO energy (spin up / spin down) at -0.2 / -0.2 eV. The value obtained for the HOMO-LUMO gap (spin up / spin down) is 9.23 / 9.23 eV. The calculation puts the energy relative to the best compared isomer or geometry (same formula, charge and spin) at 158.30 kcal/mol.

=====

[4]
The following is a DFT calculation (ωB97M-V/def2-TZVPD) of C2H4N2O2 in the gas phase at a distorted geometry.

Geometry as XYZ:
```
10
Properties=species:S:1:pos:R:3:mulliken_charge:R:1
O -1.0524 -2.7881 -1.4543 -0.417
N -1.5412 -1.8140 -0.8836 -0.374
N -0.8003 -0.8630 -0.5486 0.455
C 0.5796 -0.5327 -0.0976 -0.368
C -0.6359 0.1917 0.3799 0.056
O -1.0531 1.4730 -0.0118 -0.481
H 1.1278 -0.1227 -0.9715 0.256
H 1.0698 -1.2101 0.7045 0.227
H -1.0548 0.2256 1.4448 0.322
H -0.6339 1.5700 -0.8989 0.325
```

Its SMILES is O=NN1C[C@H]1O. The calculation puts the LUMO energy at 0.4 eV. The value obtained for the HOMO-LUMO gap is 9.63 eV. The calculation puts the energy relative to the best compared isomer or geometry (same formula, charge and spin) at 137.32 kcal/mol.

=====

[5]
The following is a DFT calculation (ωB97M-V/def2-TZVPD) of C2H4N2O2 in the gas phase at a distorted geometry.

Geometry as XYZ:
```
10
Properties=species:S:1:pos:R:3:mulliken_charge:R:1
O 2.9800 1.1637 -0.4188 -0.544
N 2.4713 -0.3555 0.0346 0.571
O 3.1857 -1.3288 0.0684 -0.453
N 1.2444 -0.2849 0.4507 -0.021
C 0.2639 0.7917 0.2139 -0.337
C -0.0640 -0.6457 -0.0168 -0.187
H 0.6352 1.3485 -0.7735 0.241
H 0.1136 1.4209 1.1123 0.271
H -0.7470 -1.2217 0.6805 0.228
H -0.1239 -1.0874 -1.1588 0.231
```

Its SMILES is O=[N+]([O-])N1CC1. The calculation puts the LUMO energy (spin up / spin down) at -0.6 / -0.6 eV. The value obtained for the HOMO-LUMO gap (spin up / spin down) is 9.26 / 9.26 eV. The calculation puts the energy relative to the best compared isomer or geometry (same formula, charge and spin) at 214.09 kcal/mol.

=====

[6]
The following is a DFT calculation (ωB97M-V/def2-TZVPD) of a 2-piece molecular cluster, C2H4N2O2 overall at a distorted geometry.

Geometry as XYZ:
```
10
Properties=species:S:1:pos:R:3:mulliken_charge:R:1
C -1.6595 0.8340 -0.9709 -0.411
C -0.3596 0.8608 -0.7779 -0.180
N 1.7827 -0.0841 -0.3106 -0.597
N 1.6861 -0.8833 0.5298 1.175
O 2.4687 -1.5280 1.1083 -0.620
O 0.1798 -1.1949 0.9247 -0.479
H -2.1985 0.0873 -1.5489 0.237
H -2.3445 1.6293 -0.6326 0.240
H 0.1453 1.5876 -0.2011 0.298
H 0.2994 -1.3085 1.8791 0.337
```

The calculation puts the LUMO energy (spin up / spin down) at -2.0 / -0.8 eV. The value obtained for the HOMO-LUMO gap (spin up / spin down) is 7.66 / 9.83 eV. The calculation puts the energy relative to the best compared isomer or geometry (same formula, charge and spin) at 238.07 kcal/mol.

=====

[7]
The following is a DFT calculation (ωB97M-V/def2-TZVPD) of C2H4N2O2S in the gas phase at a distorted geometry.

Geometry as XYZ:
```
11
Properties=species:S:1:pos:R:3:mulliken_charge:R:1
N 1.1779 -1.2370 -0.5019 -0.537
C 0.5863 -0.1421 -1.0820 0.556
O 0.3150 0.0078 -2.3151 -0.617
N 0.5914 1.0367 -0.2593 -0.230
S 0.3696 0.8718 1.2725 -0.122
C -1.2918 0.5440 1.4058 0.129
O -1.8717 0.1251 0.4481 -0.431
H 0.8424 -2.1890 -1.2684 0.344
H 1.1516 -1.4932 0.5453 0.297
H -0.0861 1.7923 -0.7100 0.341
H -1.7847 0.6836 2.4649 0.270
```

Its SMILES is NC(=O)NSC=O. The calculation puts the LUMO energy at 0.3 eV. The value obtained for the HOMO-LUMO gap is 10.09 eV. The calculation puts the energy relative to the best compared isomer or geometry (same formula, charge and spin) at 45.36 kcal/mol.

=====

[8]
The following is a DFT calculation (ωB97M-V/def2-TZVPD) of C2H4N2O2S in the gas phase at a distorted geometry.

Geometry as XYZ:
```
11
Properties=species:S:1:pos:R:3:mulliken_charge:R:1
H 2.8341 -0.3006 -0.5473 0.209
N 2.1742 -0.9078 -0.1606 -0.649
C 0.9754 -0.3756 -0.1026 0.545
N 0.5897 0.9270 -0.3563 -0.224
O -0.1506 1.4015 0.8580 -0.418
S -0.2807 -1.5832 0.3808 -0.106
C -1.8368 -0.8247 -0.1008 0.198
O -2.0272 0.2657 -0.5277 -0.483
H 1.4937 1.4601 -0.1876 0.339
H -1.0560 1.5456 0.5972 0.331
H -2.7158 -1.6081 0.1470 0.257
```

Its SMILES is [H]/N=C(\NO)SC=O. The calculation puts the LUMO energy at 0.4 eV. The value obtained for the HOMO-LUMO gap is 10.09 eV. The calculation puts the energy relative to the best compared isomer or geometry (same formula, charge and spin) at 72.47 kcal/mol.

=====

[9]
The following is a DFT calculation (ωB97M-V/def2-TZVPD) of C2H4N2O3 in the gas phase at a distorted geometry.

Geometry as XYZ:
```
11
Properties=species:S:1:pos:R:3:mulliken_charge:R:1
C 1.9259 0.5359 1.4796 -0.211
N 0.5912 0.4746 1.6611 -0.337
O 0.0238 0.4837 0.3533 -0.089
C -1.0951 -0.3592 0.2521 0.503
O -1.8703 -0.6953 1.1004 -0.480
N -1.4011 -0.5579 -1.1592 -0.136
O -0.2973 -0.3594 -2.1508 -0.435
H 2.4916 0.5982 2.3881 0.309
H 2.4697 0.8271 0.4975 0.245
H -1.9746 -1.2904 -1.5359 0.256
H -0.8639 0.3428 -2.8862 0.375
```

Its SMILES is C=NOC(=O)NO. The calculation puts the LUMO energy at 0.4 eV. The value obtained for the HOMO-LUMO gap is 10.55 eV. The calculation puts the energy relative to the best compared isomer or geometry (same formula, charge and spin) at 137.50 kcal/mol.

=====

[10]
The following is a DFT calculation (ωB97M-V/def2-TZVPD) of C2H4N2O3S in the gas phase at a distorted geometry.

Geometry as XYZ:
```
12
Properties=species:S:1:pos:R:3:mulliken_charge:R:1
C 0.1433 1.5330 0.0245 0.755
C 1.6927 -0.2845 -0.3681 -0.747
N -2.2851 0.3490 0.2282 -0.570
N 0.4779 0.3499 0.0458 -0.289
O -0.3082 2.6005 0.0998 -0.387
O -0.9563 -1.3936 -1.0901 -0.489
O -0.9892 -1.5336 1.3915 -0.471
S -1.3524 -0.8582 0.1883 1.010
H 1.7463 -0.0151 -1.4635 0.327
H 1.4750 -1.3302 -0.3590 0.269
H 2.6545 -0.0365 0.1330 0.302
H -2.2985 0.6194 1.1696 0.290
```

The calculation puts the LUMO energy at 0.1 eV. The value obtained for the HOMO-LUMO gap is 11.18 eV. The calculation puts the energy relative to the best compared isomer or geometry (same formula, charge and spin) at 54.64 kcal/mol.

=====

[11]
The following is a DFT calculation (ωB97M-V/def2-TZVPD) of a 2-piece molecular cluster, C2H4N2OS overall at a distorted geometry.

Geometry as XYZ:
```
10
Properties=species:S:1:pos:R:3:mulliken_charge:R:1
C -1.7259 -1.6391 -2.1897 -0.380
C 1.1810 0.6852 -0.0064 -0.815
N -1.2934 -1.0845 -1.2728 -0.244
N -0.6722 -0.6079 1.6364 -0.489
O -1.4122 1.5820 0.4547 -0.459
S -0.5833 0.4210 0.4300 1.053
H 1.4665 1.6727 -0.3462 0.338
H 1.8957 0.3408 0.8563 0.321
H 1.3251 -0.0263 -0.7218 0.389
H -0.1814 -1.3439 1.1595 0.287
```

The calculation puts the LUMO energy (spin up / spin down) at -2.6 / -2.6 eV. The value obtained for the HOMO-LUMO gap (spin up / spin down) is 7.32 / 7.32 eV. The calculation puts the energy relative to the best compared isomer or geometry (same formula, charge and spin) at 151.23 kcal/mol.

=====

[12]
The following is a DFT calculation (ωB97M-V/def2-TZVPD) of C2H4N2OS in the gas phase at a distorted geometry.

Geometry as XYZ:
```
10
Properties=species:S:1:pos:R:3:mulliken_charge:R:1
C 0.7788 -0.9245 0.2185 -0.806
C 1.0302 0.3345 -0.1957 0.114
N 0.1385 1.3692 0.1717 -0.358
S -1.5893 1.0794 -0.0482 0.136
N -1.4878 -0.5114 -0.0003 0.186
O -2.3648 -1.3950 -0.0873 -0.491
H 1.2381 -1.7763 -0.0254 0.373
H -0.0151 -1.1013 0.9975 0.243
H 1.8350 0.6507 -0.8643 0.288
H 0.4366 2.2747 -0.1665 0.316
```

Its SMILES is C=CNSN=O. The calculation puts the LUMO energy (spin up / spin down) at -0.3 / -0.3 eV. The value obtained for the HOMO-LUMO gap (spin up / spin down) is 7.84 / 7.84 eV. The calculation puts the energy relative to the best compared isomer or geometry (same formula, charge and spin) at 142.94 kcal/mol.